Computed, not measured: 3 unconnected molecules or ions with the total composition C4H15NO2, with ωB97M-V/def2-TZVPD.

The value obtained for the orbital gap (alpha / beta) is 0.446 / 0.246 hartree. The LUMO energy (alpha / beta) is -0.114 / -0.313 Ha. The total charge is +1. As for the highest occupied orbital energy (alpha / beta): -0.55956 / -0.55812 hartree. The expectation value of S² is 0.755. The value obtained for the energy relative to the best compared isomer or geometry (same formula, charge and spin) is 23.7 kcal per mole. Its spin multiplicity is 2.

CARTESIAN COORDINATES (ANGSTROEM)
1 C -0.60366 1.74030 -1.57240
2 C -0.23560 0.29591 -1.83429
3 N -0.26608 -0.28493 -0.47401
4 C -0.14570 -1.76204 -0.42362
5 C -0.13554 -2.56413 0.82161
6 H -1.57249 1.84329 -1.01697
7 H -0.89209 2.25291 -2.52910
8 H 0.24376 2.01769 -0.94216
9 H -0.95189 -0.27829 -2.48547
10 H 0.77979 0.26109 -2.26121
11 H -1.19012 0.03583 -0.03922
12 H -0.99815 -2.13875 -1.10014
13 H 0.78386 -2.04955 -0.95789
14 H 0.73622 -2.55131 1.42966
15 H -0.84649 -2.15699 1.51707
16 H -0.24883 -3.56019 0.54824
17 H -0.84708 1.51926 2.79772
18 H 0.16038 1.63551 1.64385
19 O -0.73782 1.48623 1.85249
20 H 1.26846 0.30759 0.51438
21 H 2.68707 0.79887 0.51653
22 O 1.92196 0.73844 1.11439

Computed, not measured: 3 unconnected molecules or ions with the total composition C4H15NO2S, with ωB97M-V/def2-TZVPD.

The value obtained for the orbital gap (alpha / beta) is 0.089 / 0.314 hartree. The LUMO energy (alpha / beta) is 0.116 / 0.115 Ha. The total charge is -1. As for the highest occupied orbital energy (alpha / beta): 0.02661 / -0.19859 hartree. The expectation value of S² is 0.751. The value obtained for the energy relative to the best compared isomer or geometry (same formula, charge and spin) is 48.1 kcal per mole. Its spin multiplicity is 2.

CARTESIAN COORDINATES (ANGSTROEM)
1 C 2.28733 0.99189 0.09133
2 C 1.56857 1.54999 -1.10997
3 S 1.21627 0.51038 -2.58396
4 C 1.39160 -0.04969 0.89465
5 N 0.60301 0.46277 2.03116
6 C -0.49469 1.41059 1.67822
7 H 3.27025 0.50904 -0.00591
8 H 2.68110 1.70929 0.89296
9 H 2.13156 2.42911 -1.61208
10 H 0.68742 2.01923 -0.68858
11 H 0.83124 -0.60575 -1.83866
12 H 0.77415 -0.50871 0.19325
13 H 1.89690 -0.96091 1.20191
14 H 1.13300 0.79438 2.88117
15 H -1.40357 1.03014 2.02413
16 H -0.71155 1.46294 0.59791
17 H -0.25418 2.51521 2.16829
18 H -1.96678 -2.26586 2.35641
19 H -1.84821 -1.25150 1.15519
20 O -2.23087 -2.12916 1.34693
21 H -3.51612 -1.88953 0.09906
22 H -4.14320 -3.34550 -0.23758
23 O -4.23917 -2.42881 -0.27038

Computed, not measured: 3 unconnected molecules or ions with the total composition C4H15NO2S, with ωB97M-V/def2-TZVPD.

The value obtained for the orbital gap is 0.354 hartree. The LUMO energy is 0.022 Ha. The total charge is 0. As for the highest occupied orbital energy: -0.33187 hartree. The value obtained for the energy relative to the best compared isomer or geometry (same formula, charge and spin) is 69.2 kcal per mole.

CARTESIAN COORDINATES (ANGSTROEM)
1 C 1.43130 1.22600 -0.60788
2 N 2.03791 0.16708 0.27483
3 C 1.12204 -0.99212 0.37357
4 C 1.02333 -2.17424 -0.68770
5 C 0.18640 -1.88544 -1.89712
6 S -1.55587 -1.59129 -1.35027
7 H 0.35394 1.40355 -0.37054
8 H 1.77797 1.46139 -1.58124
9 H 1.73950 2.23011 0.00539
10 H 2.89741 -0.12559 0.01145
11 H 0.21170 -0.39890 0.53757
12 H 1.59508 -1.66212 1.26667
13 H 0.64863 -3.04192 -0.18460
14 H 2.03991 -2.24072 -1.16669
15 H 0.14320 -2.95944 -2.58706
16 H 0.60380 -1.08283 -2.57987
17 H -1.35012 -0.55655 -0.44219
18 O -0.13272 1.86340 2.44191
19 H 0.03206 2.21009 3.24874
20 H 0.66955 1.43508 2.21927
21 O -2.27105 3.60228 1.76720
22 H -1.42858 3.12398 1.95172
23 H -2.65383 3.72413 2.59370

Computed, not measured: 3 unconnected molecules or ions with the total composition C4H15NO2S, with ωB97M-V/def2-TZVPD.

The value obtained for the orbital gap is 0.345 hartree. The LUMO energy is 0.020 Ha. The total charge is 0. As for the highest occupied orbital energy: -0.32503 hartree. The value obtained for the energy relative to the best compared isomer or geometry (same formula, charge and spin) is 64.7 kcal per mole.

CARTESIAN COORDINATES (ANGSTROEM)
1 C -0.62604 1.58129 3.10212
2 N 0.25391 1.16232 2.05307
3 C -0.54821 0.72305 0.75928
4 C -0.18435 1.67368 -0.40528
5 C -1.08370 1.36405 -1.61322
6 S -1.41582 2.65714 -2.89242
7 H -0.55165 2.58602 3.52262
8 H -0.69033 0.84418 4.01043
9 H -1.71764 1.85647 2.78359
10 H 0.98823 1.92983 1.85910
11 H -1.57210 0.76404 1.20596
12 H -0.18589 -0.27958 0.38356
13 H 0.89721 1.67257 -0.79811
14 H -0.32656 2.74505 -0.18258
15 H -2.24513 1.42172 -1.22342
16 H -0.88951 0.32384 -2.04133
17 H -0.24158 3.06393 -3.11102
18 O 1.01470 -3.83849 0.17157
19 H 1.85398 -3.88532 -0.27077
20 H 1.04024 -3.18802 0.88139
21 O 2.47095 -5.18989 -2.67419
22 H 1.66028 -5.60238 -2.25222
23 H 2.09900 -4.38553 -3.26814